{
  "formula": "H3O2PS",
  "method": "ωB97M-V/def2-TZVPD",
  "homo_energy_ev": -10.01,
  "e_above_lowest_kj_mol": 45.5,
  "gap_ev": 10.633,
  "energy_ev": -24268.907,
  "total_charge": 0,
  "lumo_energy_ev": 0.6,
  "elements": ["O", "P", "O", "S", "H", "H", "H"],
  "coordinates": [[0.2932, -1.3246, 0.2899], [0.2067, 0.2871, -0.0590], [-1.3333, 0.6505, -0.3301], [1.3709, 0.9627, -1.3465], [1.1912, -1.4463, -0.2091], [0.2214, 0.4756, 1.3266], [-1.9501, 0.3950, 0.3280]],
  "forces_ev_per_angstrom": [[2.6, 0.6, -2.8], [-2.1, -1.2, 2.5], [1.1, 0.2, -1.6], [0.8, 0.3, -0.6], [-2.1, -0.8, 1.2], [0.5, 1.4, 0.0], [-0.8, -0.5, 1.1]],
  "mulliken_charge": [-0.4411, 0.5485, -0.4642, -0.3316, 0.3103, 0.0435, 0.3346]
}